DFT (ωB97M-V with the def2-TZVPD basis set) results for a 13-piece molecular cluster, C24H72N2O13 overall in a non-equilibrium geometry.

Structure (XYZ):
```
111
C24H72N2O13 (ωB97M-V with the def2-TZVPD basis set)
C -5.462 -2.957 22.051
C -5.563 -3.250 20.520
C -6.039 -4.753 20.450
C -7.489 -4.994 20.823
C -8.368 -4.076 19.948
C -8.038 -2.605 20.017
N -6.582 -2.459 19.776
O -6.192 -1.100 19.790
C -8.703 -1.837 18.870
C -8.518 -2.015 21.392
C -4.209 -3.071 19.926
H -4.538 -3.345 22.363
H -6.289 -3.276 22.708
H -5.343 -1.882 22.261
H -6.045 -5.234 19.476
H -5.344 -5.312 21.084
H -7.590 -4.893 21.892
H -7.891 -5.962 20.501
H -9.425 -4.101 20.287
H -8.300 -4.420 18.914
H -8.309 -2.259 17.972
H -9.806 -1.785 18.948
H -8.323 -0.850 18.765
H -8.012 -1.167 21.791
H -9.604 -1.760 21.401
H -8.550 -2.847 22.096
H -3.922 -2.023 20.041
H -4.251 -3.257 18.851
H -3.412 -3.667 20.428
H -6.239 -0.736 20.690
C -8.525 -9.039 20.442
C -8.643 -10.027 19.182
C -10.150 -10.231 18.813
C -10.791 -9.026 18.172
C -9.972 -8.761 16.905
C -8.454 -8.515 17.167
N -7.896 -9.657 17.946
O -6.522 -9.524 18.238
C -7.727 -8.455 15.812
C -8.274 -7.146 17.892
C -8.126 -11.371 19.690
H -8.960 -9.742 21.195
H -9.146 -8.150 20.406
H -7.472 -8.828 20.692
H -10.268 -11.100 18.108
H -10.653 -10.486 19.717
H -10.700 -8.227 18.874
H -11.809 -9.243 17.919
H -10.280 -7.829 16.445
H -10.100 -9.623 16.202
H -7.985 -9.359 15.259
H -8.158 -7.673 15.162
H -6.628 -8.363 15.831
H -7.246 -6.964 18.160
H -8.613 -6.324 17.284
H -8.861 -7.091 18.807
H -7.989 -12.097 18.871
H -8.639 -11.772 20.561
H -7.067 -11.131 19.943
H -6.055 -9.681 17.410
O -1.288 -7.007 17.375
H -2.114 -7.151 17.857
H -0.599 -7.569 17.755
O -0.775 -4.443 16.532
H -0.788 -5.288 16.997
H 0.118 -4.103 16.575
O -5.577 -0.642 14.784
H -4.653 -0.368 14.896
H -5.698 -0.559 13.856
O -2.800 -7.612 14.793
H -2.152 -6.952 15.135
H -2.665 -7.469 13.837
O -2.756 -1.118 14.345
H -2.136 -0.966 15.078
H -2.767 -2.085 14.150
O -3.396 -3.625 13.582
H -4.139 -3.870 14.115
H -3.815 -3.335 12.762
O -6.280 -4.170 12.254
H -6.816 -3.432 12.453
H -6.128 -4.573 13.108
O -3.362 -8.144 18.716
H -3.860 -7.921 19.503
H -3.650 -9.009 18.396
O -1.263 -5.559 13.897
H -2.085 -5.087 13.696
H -0.988 -5.043 14.694
C -4.420 -5.479 16.945
C -5.612 -5.228 16.044
C -6.290 -3.826 16.362
O -5.307 -5.325 14.637
H -4.726 -5.630 17.997
H -3.630 -4.666 16.981
H -3.921 -6.392 16.715
H -6.301 -6.069 16.258
H -5.998 -3.387 17.328
H -7.372 -3.862 16.381
H -5.946 -3.150 15.587
H -5.004 -6.240 14.510
C -4.158 -12.302 16.744
C -3.737 -11.098 15.904
C -4.275 -11.080 14.446
O -4.350 -9.912 16.545
H -5.252 -12.390 16.629
H -3.847 -12.133 17.760
H -3.576 -13.118 16.329
H -2.668 -10.955 15.975
H -3.845 -10.210 13.974
H -5.370 -11.047 14.342
H -3.927 -12.005 13.973
H -4.191 -9.121 15.970
```

Total charge = 0
Strongest force on any atom = 3.31 eV/A
Gap between HOMO and LUMO = 8.445 eV
Relative energy (zero: lowest compared OMol25 entry of this formula, charge and spin) = 0.00 kJ/mol
HOMO = -8.145 eV
Spin multiplicity = 1